# 1
Entry from the Open Molecules 2025 dataset: a molecular structure, C19H16BrCoF2N2O9P2 (ωB97M-V/def2-TZVPD).

Last column: natural (NBO) charge in e.
Cartesian coordinates (Å):
Br -1.6331 -7.3431 -0.1179  0.05
Co 0.0948 0.6812 -0.8378  1.13
P -0.9879 3.4178 0.1732  2.36
P -2.6286 1.3020 -1.2853  2.35
F 4.5445 0.2273 1.8927  -0.35
F 5.0607 0.6363 -2.7225  -0.34
O -4.0506 1.1175 -2.0376  -0.99
O -0.0555 -1.2166 -1.3206  -0.64
O -1.8754 -1.9166 -0.1995  -0.68
O 0.1040 2.5760 -0.4593  -1.15
O -0.7655 4.8753 0.2849  -1.14
O -3.6987 3.2201 0.2420  -0.73
O -1.5077 1.1044 -2.2662  -1.16
O -1.3490 2.7962 1.6447  -1.03
O -2.6530 0.3595 -0.0975  -1.16
N 0.3494 0.1480 1.3410  -0.49
N 1.5658 -5.0010 -1.1992  -0.40
C 1.0593 -3.7709 -1.1601  0.08
C -2.6134 3.0225 -0.6630  -0.49
C -0.5695 -5.8357 -0.5383  -0.14
C -2.8148 3.9906 -1.8215  -0.64
C 4.8162 0.4450 -0.4014  -0.41
C 2.8718 0.6405 -1.8343  -0.36
C 1.9768 0.5285 3.0348  -0.26
C 2.5728 0.4566 0.5532  -0.18
C 1.6261 0.3731 1.6925  0.22
C -0.3061 0.1376 3.6338  -0.29
C -0.2624 -3.5099 -0.8165  -0.18
C 3.9554 0.3866 0.6747  0.42
C 1.0009 0.4034 4.0072  -0.16
C -0.7370 -2.0915 -0.7917  0.82
C -0.5826 0.0396 2.2810  0.09
C 0.7588 -6.0126 -0.8969  0.02
C 2.0180 0.5854 -0.7346  -0.15
C -1.1021 -4.5628 -0.4895  -0.15
C 4.2354 0.5760 -1.6475  0.43
H -1.0996 0.0353 4.3603  0.21
H 5.8854 0.3826 -0.2689  0.23
H -2.1817 -0.9008 -0.2067  0.52
H -2.6042 5.0069 -1.4925  0.24
H -0.8947 3.3168 2.3162  0.50
H 2.9949 0.7490 3.3080  0.23
H 1.2633 0.5223 5.0516  0.21
H 1.1830 -7.0091 -0.9401  0.20
H -2.1428 3.7455 -2.6451  0.23
H -3.9666 1.4010 -2.9538  0.50
H 2.4863 0.7416 -2.8412  0.22
H -1.5957 -0.0982 1.9258  0.22
H -2.1286 -4.3793 -0.2061  0.25
H -3.4854 2.7207 1.0403  0.49
H -3.8507 3.9269 -2.1605  0.21
H 1.7191 -2.9477 -1.4044  0.23

Computed properties:
HOMO-LUMO gap (alpha / beta) = 7.5480 / 7.8707 eV
Charge = -1
HOMO (alpha / beta) = -0.1991 / -0.2108 Eh
Energy above the lowest of the compared OMol25 structures with the same formula, charge and spin = 13.9 kcal/mol
Multiplicity = 2
Lowest unoccupied orbital energy (alpha / beta) = 2.13 / 2.13 eV

***

# 2
Entry from the Open Molecules 2025 dataset: a molecular structure, C11H18BF2NO8S2Ta (ωB97M-V/def2-TZVPD).

Last column: natural (NBO) charge in e.
Cartesian coordinates (Å):
Ta 0.1691 -0.9572 0.3708  1.33
S -0.5767 -3.0197 -0.4371  -0.06
S 3.2361 -0.3551 0.7115  1.80
F 1.9532 -2.8652 2.2008  -0.53
F 0.9992 -1.3897 3.6388  -0.53
O -0.8663 1.7631 -0.7071  -0.54
O 2.8636 1.0555 0.4678  -1.02
O 2.1272 -1.2242 -0.0575  -1.05
O 3.2480 1.1014 -2.3573  -0.75
O 0.9939 0.4887 -2.3958  -0.56
O -0.1128 1.5634 2.1767  -0.55
O 2.7467 -0.6029 2.1977  -0.93
O -1.6645 -0.9029 1.0377  -0.63
N -2.5623 -1.9119 0.9713  0.00
C -0.1947 2.7541 0.0606  -0.11
C 2.2949 0.2347 -2.8799  0.24
C -2.1499 -3.0263 0.2796  0.05
C -4.2797 -3.9773 0.8621  -0.14
C -4.6318 -2.8236 1.5567  -0.26
C -3.7373 -1.7816 1.5981  0.05
C -3.0643 -4.0778 0.2305  -0.23
C -0.7236 2.6220 1.4694  -0.08
C 0.5328 1.7778 -2.7270  -0.10
C 1.0347 1.9869 2.9072  -0.26
C -0.8327 1.9718 -2.1044  -0.07
B 1.6597 -1.5580 2.4685  1.07
H 0.4299 1.8762 -3.8173  0.18
H -3.8812 -0.8357 2.0960  0.25
H 2.3179 0.3721 -3.9688  0.14
H 0.8899 2.5911 0.0400  0.21
H -1.1771 2.9884 -2.3381  0.17
H 1.2426 2.5379 -2.3875  0.19
H 3.1257 1.1570 -1.3893  0.50
H 1.8232 2.3461 2.2422  0.19
H -1.7876 2.3825 1.4055  0.20
H -1.5420 1.2587 -2.5251  0.20
H 0.7496 2.7772 3.6092  0.16
H -0.6104 3.5648 2.0166  0.18
H 1.4018 1.1242 3.4549  0.22
H -4.9687 -4.8091 0.8268  0.23
H 2.4973 -0.8099 -2.6278  0.17
H -0.4132 3.7533 -0.3357  0.18
H -5.5776 -2.7361 2.0674  0.24
H -2.7740 -4.9710 -0.3040  0.24

Computed properties:
HOMO-LUMO gap (alpha / beta) = 6.0248 / 6.0638 eV
HOMO (alpha / beta) = -0.2460 / -0.2456 Eh
Energy above the lowest of the compared OMol25 structures with the same formula, charge and spin = 90.0 kcal/mol
Multiplicity = 2
Lowest unoccupied orbital energy (alpha / beta) = -0.67 / -0.62 eV

***

# 3
Entry from the Open Molecules 2025 dataset: a molecular structure, C33H60F18N6O12S6 (ωB97M-V/def2-TZVPD).

Last column: Löwdin charge in e.
Cartesian coordinates (Å):
S 18.4410 13.0035 13.8751  0.54
S 21.4866 8.5200 20.9662  0.57
S 25.7508 11.2228 10.4355  0.59
S 18.3011 11.9826 16.4045  0.58
S 23.5338 7.1200 22.2269  0.55
S 23.6486 9.4483 10.8614  0.62
F 27.3702 10.0332 12.1459  0.11
F 24.1550 9.0127 24.0822  0.15
F 21.1060 12.8702 13.6344  0.05
F 17.7633 12.1587 18.8512  0.09
F 26.7035 8.7874 10.5337  0.17
F 24.7678 9.4451 22.1013  0.13
F 25.7751 7.8321 23.2197  0.12
F 28.2930 10.1988 10.1830  0.08
F 20.5186 14.1953 15.2582  0.16
F 22.2927 7.4626 10.2283  0.15
F 24.1563 7.6149 9.0565  0.18
F 21.4252 10.9402 22.1874  0.09
F 19.6723 10.2269 20.9987  0.07
F 20.0465 9.6010 23.0313  0.13
F 20.2200 14.8263 13.3057  0.13
F 18.7484 13.9937 18.0050  0.11
F 22.4150 8.7889 8.6044  0.11
F 16.5853 13.5668 17.7045  0.15
O 22.4400 10.1575 11.2733  -0.30
O 22.3593 9.1519 20.0103  -0.28
O 20.3009 7.8997 20.3836  -0.32
O 18.6824 11.7442 13.3193  -0.26
O 17.3986 10.8887 16.5438  -0.28
O 24.3305 8.5788 11.8527  -0.30
O 19.7309 11.8567 16.5191  -0.28
O 24.0718 6.7385 21.0004  -0.25
O 17.7280 13.9850 13.0850  -0.31
O 25.5437 11.7207 11.7512  -0.29
O 26.2611 12.0022 9.3513  -0.28
O 23.4675 6.1617 23.3018  -0.29
N 24.5575 10.2964 9.9228  -0.30
N 17.8198 12.9538 15.2783  -0.29
N 22.1095 7.7696 22.1359  -0.29
N 23.4152 9.9252 15.7592  -0.23
N 16.3538 8.0923 21.1407  -0.27
N 19.5853 13.4507 9.6236  -0.25
C 20.6347 9.8478 21.8597  -0.61
C 18.8780 16.5921 7.5183  -0.11
C 17.3478 6.9598 20.9805  0.03
C 22.1206 13.0213 9.6003  -0.16
C 20.7193 12.5220 7.5427  -0.13
C 23.6416 8.9244 16.8487  -0.07
C 22.0251 9.7388 15.1188  -0.12
C 17.0530 8.3828 23.6002  -0.22
C 16.9205 9.3950 20.6179  -0.10
C 15.9494 10.5302 20.7233  -0.16
C 24.5987 8.4449 22.9693  -0.66
C 25.1242 9.0171 17.3538  -0.14
C 23.3919 11.3469 16.2984  0.05
C 20.1179 13.7752 14.0864  -0.62
C 27.0868 9.9660 10.8380  -0.65
C 18.4835 15.2990 8.1805  -0.25
C 23.1379 8.2324 9.5951  -0.73
C 16.4630 8.1891 24.9966  -0.10
C 19.5316 12.4188 8.4985  -0.12
C 15.9477 8.1796 22.6034  -0.15
C 19.6737 14.9095 9.0495  -0.12
C 20.8364 13.1266 10.4782  -0.06
C 26.1069 8.9104 16.2120  -0.19
C 25.7742 9.9009 15.1554  -0.17
C 14.1279 8.9851 20.3286  -0.19
C 24.3910 9.7890 14.6324  -0.14
C 20.2871 8.4226 13.8476  -0.09
C 15.1076 7.7912 20.3589  -0.11
C 14.7041 10.2709 19.8798  -0.18
C 21.9851 12.2100 8.3928  -0.19
C 18.4126 13.4399 10.5521  -0.02
C 17.7930 13.0212 17.8179  -0.63
C 21.6433 8.4194 14.4942  -0.24
H 22.4139 11.4228 16.6789  0.07
H 17.7593 7.5922 23.4231  0.11
H 17.0618 6.4781 20.0225  0.11
H 14.9133 10.3422 18.7764  0.15
H 22.5089 14.0073 9.4748  0.11
H 17.4481 13.6077 10.0060  0.12
H 22.8700 12.3251 7.7215  0.14
H 23.4671 7.9450 16.4217  0.13
H 20.7113 13.5242 7.0986  0.10
H 17.4840 9.3756 23.5776  0.11
H 15.3822 7.2393 22.7455  0.14
H 24.1502 10.4281 13.8242  0.11
H 15.6780 10.6780 21.7419  0.11
H 19.7936 15.4843 10.0013  0.15
H 20.8615 13.9105 11.2145  0.11
H 17.6381 15.4449 8.8657  0.12
H 13.3928 8.5842 19.6154  0.13
H 23.3420 11.9429 15.3876  0.11
H 22.3348 8.1390 13.6939  0.09
H 16.0976 7.1694 25.1518  0.07
H 20.1005 7.5273 13.2097  0.09
H 22.9353 9.0734 17.6344  0.11
H 17.8485 9.6767 21.1418  0.11
H 15.3743 7.5486 19.3268  0.14
H 18.4138 7.2482 20.9709  0.08
H 17.3024 8.2701 25.7578  0.10
H 19.2471 17.3877 8.2150  0.10
H 16.4893 11.3312 20.2462  0.10
H 26.4039 9.6973 14.2875  0.12
H 20.6430 14.9955 8.5620  0.11
H 22.0003 11.1317 8.6233  0.10
H 15.2417 8.9786 22.5557  0.10
H 17.1889 6.2269 21.8038  0.12
H 18.5546 14.2041 11.3289  0.08
H 21.1907 9.9885 15.8606  0.15
H 19.6551 16.4018 6.7485  0.09
H 13.8960 10.9518 20.1022  0.12
H 13.6256 9.1388 21.2889  0.12
H 20.5341 11.7091 6.7800  0.14
H 21.7987 7.6016 15.2442  0.12
H 18.5068 12.5436 8.0575  0.13
H 25.1885 8.2006 18.0661  0.12
H 26.1546 7.8636 15.7293  0.16
H 17.9356 16.9004 6.9715  0.10
H 19.4670 8.4436 14.5691  0.08
H 22.8158 12.5598 10.2466  0.08
H 27.0680 9.0994 16.6216  0.10
H 21.9167 10.4436 14.3849  0.09
H 20.1503 9.3299 13.2276  0.07
H 15.6233 8.8841 25.2407  0.09
H 19.4707 11.4767 8.9992  0.13
H 20.5499 12.2059 10.9661  0.12
H 18.3572 12.4021 10.9637  0.11
H 14.7303 6.8760 20.8663  0.14
H 24.1643 8.8002 14.2466  0.11
H 18.2565 14.5511 7.4446  0.10
H 24.2170 11.6353 17.0296  0.14
H 25.2960 9.9288 17.9142  0.11
H 25.8386 10.9140 15.5773  0.13
H 17.1743 9.1935 19.5112  0.18

Computed properties:
HOMO-LUMO gap = 9.7261 eV
HOMO = -0.3601 Eh
Lowest unoccupied orbital energy = -0.07 eV

***

# 4
Entry from the Open Molecules 2025 dataset: a single C2H5N3OS molecule (ωB97M-V/def2-TZVPD).

Last column: natural (NBO) charge in e.
Cartesian coordinates (Å):
S 1.5021 -2.1494 -0.1223  0.19
O 0.4444 1.7857 1.2234  -0.57
N -0.7065 2.0100 0.5328  -0.10
N 0.8380 -0.6119 0.0210  -0.78
N -0.8653 -0.9379 -1.5981  -0.66
C -0.3490 -0.2507 -0.6481  0.36
C -1.0595 1.0561 -0.2882  -0.02
H 1.1890 -0.0749 0.7523  0.42
H -2.0118 1.1985 -0.7774  0.23
H 0.8623 -2.7897 0.9311  0.10
H -0.3390 -1.7915 -1.8212  0.35
H 0.4952 2.5556 1.7948  0.49

Computed properties:
HOMO-LUMO gap = 9.9793 eV
HOMO = -0.3492 Eh
Structure (SMILES) = [H]/N=C(/C=N\O)NS
Energy above the lowest of the compared OMol25 structures with the same formula, charge and spin = 75.9 kcal/mol
Lowest unoccupied orbital energy = 0.48 eV

***

Number 1: maximum force 0.908 eV/Å. Number 2: maximum force 2.347 eV/Å. Number 3: maximum force 4.125 eV/Å. Number 4: maximum force 2.995 eV/Å.